[1]
# C21H14N2O5PdS

A molecular structure, C21H14N2O5PdS in a non-equilibrium geometry (ωB97M-V/def2-TZVPD, OMol25).

The geometry in XYZ format:
```
44
Properties=species:S:1:pos:R:3
Pd 1.38 -0.21 -0.07
O -2.76 2.88 0.78
C -3.45 1.82 0.37
C -4.83 1.65 0.74
C -5.54 0.52 0.39
C -5.00 -0.50 -0.40
C -3.60 -0.34 -0.68
C -2.83 0.74 -0.30
C -1.38 0.67 -0.50
O -0.84 -0.43 -0.76
N -0.77 1.91 -0.27
N 0.60 1.79 -0.15
C 1.27 2.83 0.15
C 2.68 2.93 0.27
C 3.17 4.27 0.27
C 4.54 4.58 0.25
C 5.45 3.51 0.14
C 5.05 2.19 0.22
C 3.65 1.83 0.24
O 3.34 0.59 0.31
H -1.77 2.71 0.40
H -5.33 2.46 1.40
H -6.59 0.29 0.83
H -5.55 -1.37 -0.66
H -3.00 -1.27 -1.16
H 0.59 3.67 0.37
H 2.46 5.08 0.30
H 4.91 5.60 0.28
H 6.60 3.75 0.05
H 5.69 1.37 0.04
O -0.65 -2.84 2.45
C 0.02 -2.37 1.55
O 0.57 -1.24 1.61
C 0.19 -3.37 0.44
C -0.88 -4.26 0.27
C -0.93 -5.24 -0.69
C 0.14 -5.36 -1.60
C 1.19 -4.48 -1.49
C 1.22 -3.48 -0.52
S 2.56 -2.28 -0.52
H -1.76 -4.28 0.95
H -1.88 -5.73 -0.79
H 0.10 -6.15 -2.29
H 1.95 -4.48 -2.23
```

Results
Electronic energy in hartree: -1820.45766
2S+1: 3
Energy relative to the best compared isomer or geometry (same formula, charge and spin) in eV: 0.958
Charge: -2
Kohn-Sham gap (alpha / beta) in eV: 6.24 / 6.43
E_LUMO (alpha / beta) in eV: 5.01 / 5.00

Here are the Mulliken charges for atoms 1 to 6, given in e:
1. Pd 0.561
2. O -0.717
3. C 0.345
4. C -0.601
5. C -0.044
6. C -0.839

[2]
# C21H14N3O6Pt

A molecular structure, C21H14N3O6Pt (ωB97M-V/def2-TZVPD, OMol25).

The geometry in XYZ format:
```
45
Properties=species:S:1:pos:R:3
Pt 0.44 0.84 0.53
O 1.08 2.84 0.48
C 0.42 3.80 1.06
C 1.16 4.86 1.64
C 0.53 5.93 2.25
C -0.86 6.00 2.31
C -1.60 4.99 1.74
C -1.00 3.88 1.13
C -1.86 2.90 0.51
N -1.46 1.75 0.10
N -2.38 0.98 -0.58
C -1.80 -0.07 -1.10
O -0.56 -0.38 -0.99
C -2.67 -1.00 -1.87
C -2.18 -2.25 -2.24
C -2.97 -3.13 -2.96
C -4.26 -2.77 -3.32
C -4.76 -1.53 -2.96
C -3.97 -0.65 -2.24
H 2.24 4.80 1.59
H 1.13 6.71 2.69
H -1.35 6.84 2.79
H -2.68 5.03 1.76
H -2.90 3.16 0.34
H -1.16 -2.50 -1.95
H -2.58 -4.10 -3.24
H -4.88 -3.46 -3.88
H -5.76 -1.24 -3.24
H -4.34 0.33 -1.95
O 2.66 0.81 1.64
C 3.41 -0.10 1.32
C 3.03 -1.46 0.98
C 4.06 -2.34 0.66
C 3.79 -3.67 0.40
C 2.47 -4.16 0.47
C 1.45 -3.31 0.79
C 1.67 -1.92 1.04
O 0.68 -1.18 1.34
N 4.87 -4.57 0.07
O 4.60 -5.74 -0.15
O 6.01 -4.12 0.02
H 4.50 0.08 1.30
H 5.08 -1.99 0.62
H 2.29 -5.20 0.27
H 0.43 -3.66 0.84
```

Results
Electronic energy in hartree: -1543.61216
2S+1: 3
Energy relative to the best compared isomer or geometry (same formula, charge and spin) in eV: 0.291
Charge: -1
Kohn-Sham gap (alpha / beta) in eV: 6.88 / 6.96
E_LUMO (alpha / beta) in eV: 2.30 / 2.22

Here are the Mulliken charges for atoms 1 to 6, given in e:
1. Pt 1.019
2. O -0.909
3. C 0.701
4. C -0.514
5. C -0.376
6. C -0.635

[3]
# C21H14N7NaO4S2

A molecular structure, C21H14N7NaO4S2 in a non-equilibrium geometry (ωB97M-V/def2-TZVPD, OMol25).

The geometry in XYZ format:
```
49
Properties=species:S:1:pos:R:3
Na 1.48 -0.82 0.65
N -3.52 -3.50 -4.93
C -3.16 -2.55 -3.86
C -2.29 -2.95 -2.89
C -2.03 -2.12 -1.82
C -2.53 -0.83 -1.81
C -3.43 -0.43 -2.79
C -3.81 -1.30 -3.80
S -2.09 0.22 -0.49
O -2.46 -0.53 0.74
O -2.64 1.54 -0.64
N -0.48 0.19 -0.58
C 0.22 0.50 -1.70
N -0.38 1.17 -2.70
C 0.38 1.46 -3.74
C 1.72 1.09 -3.85
C 2.23 0.41 -2.70
N 1.48 0.02 -1.68
H -2.77 -4.13 -5.39
H -4.03 -2.98 -5.64
H -1.75 -3.91 -3.02
H -1.38 -2.60 -1.03
H -3.90 0.54 -2.69
H -4.53 -0.98 -4.55
H -0.08 2.05 -4.54
H 2.40 1.43 -4.62
H 3.22 -0.06 -2.71
O -1.76 4.22 5.09
C -0.58 4.82 4.85
O -0.27 5.90 5.34
C 0.35 4.04 4.02
C 1.71 4.29 3.94
C 2.49 3.50 3.13
C 2.06 2.41 2.37
S 3.11 1.25 1.55
C 0.66 2.29 2.37
C -0.13 3.04 3.22
H -1.69 3.28 4.91
H 2.15 5.07 4.57
H 3.54 3.55 3.22
H 0.23 1.48 1.80
H -1.18 2.89 3.00
N 1.89 -2.93 1.64
C 2.56 -3.70 2.15
C 3.40 -4.60 2.73
C 4.13 -5.59 1.99
N 4.61 -6.50 1.49
C 3.39 -4.71 4.14
N 3.46 -4.91 5.26
```

Results
Electronic energy in hartree: -2451.72910
Energy relative to the best compared isomer or geometry (same formula, charge and spin) in eV: 0.290
Charge: -2
Kohn-Sham gap in eV: 5.89
E_LUMO in eV: 3.73

Here are the Mulliken charges for atoms 1 to 6, given in e:
1. Na 0.786
2. N -0.631
3. C 1.144
4. C -0.756
5. C -0.342
6. C -0.485